C21H22Cl2N8O11P2RuS | ωB97M-V/def2-TZVPD

Each line ends with the Mulliken charge.
Atoms and positions in Å:
Ru1 0.220905 -0.572211 0.132887  1.6054
Cl1 -0.992725 -3.341273 -4.022172  -0.2602
C1 -1.879863 -3.252307 -2.527166  0.4136
C2 -3.139886 -3.868455 -2.447150  -0.7187
C3 -3.886915 -3.788009 -1.310181  0.7290
Cl2 -5.461970 -4.552475 -1.258098  -0.3010
C4 -3.398626 -3.084499 -0.184668  -0.1841
C5 -4.108677 -2.874861 1.019067  -0.7796
C6 -3.550139 -2.144766 2.024870  -1.0851
C7 -2.255640 -1.627337 1.857625  -0.1866
N1 -1.568139 -1.824693 0.755884  0.1541
C8 -2.119311 -2.513356 -0.281665  0.6636
C9 -1.325084 -2.551986 -1.472225  -0.2033
O1 -0.170439 -1.956768 -1.516297  -0.8616
H1 -3.517382 -4.405059 -3.307327  0.4435
H2 -5.108497 -3.276583 1.115489  0.3796
H3 -4.092033 -1.922260 2.932881  0.4180
H4 -1.774634 -1.050997 2.638435  0.4355
N2 -1.378349 3.045315 -0.826854  -0.0968
C10 -2.556350 2.435771 -0.101855  0.9584
C11 -3.703551 3.430891 -0.064569  -1.9211
P1 -2.961495 0.879346 -1.022385  0.3122
O2 -3.418216 1.564255 -2.431185  -0.6203
O3 -4.090762 0.156132 -0.414470  -0.8333
O4 -1.614223 0.248299 -1.250031  -0.0954
P2 -1.953637 2.009996 1.590073  0.3835
O5 -1.380573 3.489806 2.016010  -0.5684
O6 -3.027942 1.617716 2.513448  -0.8456
O7 -0.720518 1.148319 1.383254  -0.4230
H5 -1.675583 3.382859 -1.742637  0.5063
H6 -0.584555 2.355502 -1.000115  -0.2477
H7 -0.987388 3.817269 -0.286585  0.4583
H8 -4.017149 3.699839 -1.074463  0.4431
H9 -3.429145 4.331835 0.488513  0.4367
H10 -4.547319 2.963693 0.443222  0.4339
H11 -4.244065 1.155881 -2.712977  0.3583
H12 -1.801495 3.732149 2.848897  0.2997
C12 2.059443 4.009922 1.376789  -1.0942
C13 2.694504 2.788017 1.949148  1.3064
C14 4.001014 2.688657 2.328186  -0.9672
C15 4.451110 1.452342 2.800400  0.8560
N3 3.660453 0.393097 2.925730  -0.6094
C16 2.381431 0.496904 2.548578  0.4697
S1 1.311711 -0.830536 2.628164  -0.4321
N4 1.922728 1.691165 2.073789  0.4469
C17 5.892761 1.246849 3.147024  -1.2904
H13 2.744377 4.851924 1.418097  0.4063
H14 1.138685 4.244377 1.909699  0.3126
H15 1.823271 3.806819 0.330762  0.0281
H16 4.667613 3.530764 2.215178  0.3152
H17 0.928681 1.721412 1.816149  -0.4031
H18 6.391832 2.186043 3.383795  0.3643
H19 6.390091 0.801504 2.281877  0.2742
H20 5.978552 0.547785 3.976413  0.3879
N5 0.706162 0.458266 -3.028185  -0.1648
C18 1.448075 1.163892 -2.146787  0.6174
O8 0.913410 1.446045 -1.000433  0.1236
C19 2.722291 1.621640 -2.501736  0.2897
C20 3.263873 1.313485 -3.782021  -0.4307
N6 3.698878 1.073125 -4.824319  -0.6162
C21 3.505143 2.378563 -1.592083  0.1703
N7 4.137864 3.016392 -0.865106  -0.6627
H21 -0.097414 -0.040869 -2.660277  0.0299
H22 1.186747 0.006536 -3.790535  0.2841
O9 3.553447 -2.673233 -0.254833  -0.6959
N8 2.505251 -2.109559 -0.079069  0.9591
O10 1.483580 -2.658097 0.372512  -0.5218
O11 2.379699 -0.847088 -0.352929  -0.3540

Forces on atoms 1 to 6 (eV/Å):
Ru 0.108 0.095 -0.245
Cl -0.079 -0.009 0.070
C -0.055 -0.089 -0.240
C 0.054 -0.024 -0.102
C -0.070 -0.026 0.018
Cl 0.137 0.077 0.017

Output
- Total charge: -1
- Spin multiplicity: 6
- HOMO-LUMO gap (spin up / spin down): 7.198 / 6.498 eV
- Max |F|: 0.5 eV/A
- Electronic energy: -4175.5970 Ha